(1)
ORCA calculation (ωB97M-V/def2-TZVPD) on 11 unconnected molecules or ions with the total composition C46H92ClN11O17S in a non-equilibrium geometry.

Last column: Mulliken charge in e.
CARTESIAN COORDINATES (ANGSTROEM)
C (1.094, -4.935, -2.143)  -0.8332
S (1.650, -4.414, -3.806)  1.4899
O (3.123, -4.304, -3.861)  -0.7349
O (1.254, -5.338, -4.881)  -0.7120
C (0.951, -2.671, -4.046)  0.0343
Cl (2.065, -1.855, -5.200)  -0.0657
C (-0.525, -2.838, -4.551)  -0.9962
C (-1.137, -1.590, -5.301)  -1.1811
C (-2.267, -0.835, -4.452)  0.7135
N (-3.611, -0.985, -5.058)  -0.4093
C (-4.185, -2.314, -4.762)  -0.7597
C (-5.010, -2.341, -3.405)  0.4800
C (-4.697, -1.539, -2.229)  -0.1779
C (-5.529, -1.576, -1.009)  -1.4049
C (-6.697, -2.468, -1.044)  -0.2567
C (-7.019, -3.316, -2.186)  -0.6278
C (-6.163, -3.241, -3.362)  0.3624
O (-6.471, -4.053, -4.481)  -0.5811
O (0.907, -2.100, -2.726)  0.3241
C (1.813, -1.020, -2.545)  -0.2982
O (2.961, -1.157, -2.284)  -0.5487
C (1.180, 0.427, -2.654)  -0.1490
C (-0.063, 0.438, -1.649)  1.0513
O (0.159, -0.383, -0.481)  -0.4543
C (-0.843, -1.314, -0.302)  0.2396
O (-0.777, -2.158, 0.549)  -0.6496
H (1.369, -5.988, -1.913)  0.2834
H (-0.001, -4.719, -2.082)  0.3789
H (1.590, -4.223, -1.423)  0.2844
H (-1.151, -3.051, -3.632)  0.2564
H (-0.680, -3.733, -5.214)  0.6285
H (-1.659, -1.971, -6.222)  0.4264
H (-0.402, -0.806, -5.600)  0.4875
H (-2.027, 0.256, -4.440)  0.4419
H (-2.174, -1.220, -3.398)  -0.7021
H (-4.247, -0.230, -4.755)  0.4363
H (-3.422, -3.136, -4.773)  0.2364
H (-4.961, -2.502, -5.559)  0.3815
H (-3.815, -0.863, -2.202)  0.7721
H (-5.287, -0.943, -0.131)  0.4652
H (-7.385, -2.514, -0.163)  0.3209
H (-7.898, -3.994, -2.150)  0.3884
H (-6.016, -4.894, -4.279)  0.3367
H (1.910, 1.181, -2.270)  0.3392
H (0.859, 0.643, -3.707)  0.3244
H (-0.990, 0.169, -2.210)  -0.7896
H (-0.192, 1.502, -1.303)  -0.0638
H (-1.747, -1.351, -0.973)  0.5461
C (0.958, -8.940, 1.620)  -1.0002
N (0.603, -8.129, 0.475)  0.0414
C (-0.208, -7.047, 0.426)  0.9728
C (-0.854, -6.575, 1.703)  -1.4769
O (-0.389, -6.485, -0.649)  -0.6867
H (2.043, -8.909, 1.739)  0.2765
H (0.651, -9.968, 1.420)  0.2869
H (0.485, -8.592, 2.534)  0.3991
H (0.992, -8.367, -0.430)  0.2147
H (-1.469, -5.701, 1.493)  0.3026
H (-1.495, -7.359, 2.112)  0.3878
H (-0.090, -6.294, 2.430)  0.3764
C (1.353, 5.330, -0.952)  -0.7050
N (1.445, 4.164, -1.814)  0.2295
C (2.016, 4.065, -3.043)  1.0160
C (2.649, 5.301, -3.628)  -1.4505
O (2.006, 2.994, -3.639)  -0.5894
H (1.850, 5.095, -0.007)  0.1830
H (0.298, 5.532, -0.760)  0.0362
H (1.815, 6.208, -1.394)  0.3982
H (1.043, 3.299, -1.489)  -0.0420
H (3.060, 5.063, -4.607)  0.3249
H (1.901, 6.087, -3.748)  0.3503
H (3.461, 5.648, -2.986)  0.3404
C (-5.294, 3.296, -1.338)  -0.6600
N (-4.912, 2.331, -2.350)  -0.0461
C (-3.898, 2.416, -3.246)  0.6877
C (-3.037, 3.649, -3.223)  -1.3362
O (-3.705, 1.503, -4.043)  -0.6468
H (-5.233, 2.814, -0.360)  0.2554
H (-6.327, 3.600, -1.521)  0.3262
H (-4.652, 4.174, -1.348)  0.0740
H (-5.446, 1.477, -2.424)  0.2145
H (-2.273, 3.568, -3.996)  0.3480
H (-3.640, 4.535, -3.426)  0.4158
H (-2.541, 3.747, -2.257)  0.2796
C (-1.641, -1.457, 4.551)  -0.9676
N (-2.249, -1.007, 3.316)  0.0169
C (-3.386, -0.288, 3.155)  0.8909
C (-4.147, 0.117, 4.391)  -1.0683
O (-3.766, 0.016, 2.031)  -0.5745
H (-0.633, -1.041, 4.613)  0.2923
H (-1.573, -2.546, 4.527)  0.2801
H (-2.212, -1.150, 5.424)  0.3823
H (-1.793, -1.242, 2.443)  0.1009
H (-5.029, 0.684, 4.100)  0.2745
H (-4.472, -0.769, 4.940)  0.4300
H (-3.524, 0.747, 5.028)  -0.0607
C (-2.600, 6.871, 2.567)  -0.8205
N (-2.065, 6.272, 1.358)  0.0892
C (-2.506, 6.412, 0.084)  0.7682
C (-3.701, 7.297, -0.156)  -1.5727
O (-1.934, 5.828, -0.830)  -0.6225
H (-1.811, 7.468, 3.030)  0.1081
H (-2.888, 6.069, 3.248)  0.3611
H (-3.460, 7.502, 2.367)  0.3482
H (-1.263, 5.666, 1.439)  0.1652
H (-3.931, 7.308, -1.220)  0.2792
H (-4.569, 6.911, 0.383)  0.4210
H (-3.484, 8.318, 0.162)  0.4706
C (6.519, -8.634, 1.910)  -0.7702
N (5.533, -8.285, 2.914)  -0.1887
C (5.109, -9.028, 3.972)  0.8377
C (5.715, -10.394, 4.166)  -1.2609
O (4.262, -8.580, 4.730)  -0.6554
H (7.320, -7.893, 1.938)  0.2800
H (6.041, -8.602, 0.929)  0.2350
H (6.938, -9.623, 2.075)  0.3188
H (5.083, -7.384, 2.850)  0.2178
H (5.276, -10.858, 5.047)  0.2993
H (5.504, -11.026, 3.301)  0.3373
H (6.792, -10.310, 4.319)  0.3566
C (-2.780, 2.524, 7.179)  -0.8665
N (-3.136, 3.345, 6.038)  -0.1429
C (-3.953, 4.432, 6.005)  0.8184
C (-4.590, 4.875, 7.296)  -1.3704
O (-4.150, 5.018, 4.950)  -0.6537
H (-1.696, 2.552, 7.302)  0.2811
H (-3.088, 1.496, 6.977)  0.2745
H (-3.255, 2.869, 8.093)  0.3543
H (-2.747, 3.108, 5.137)  0.2209
H (-5.209, 5.750, 7.109)  0.2930
H (-5.224, 4.081, 7.695)  0.3803
H (-3.822, 5.144, 8.023)  0.3906
C (3.454, 7.065, 3.516)  -0.6894
N (2.864, 7.292, 2.210)  -0.0186
C (1.762, 8.025, 1.901)  0.8236
C (1.030, 8.706, 3.029)  -1.4459
O (1.394, 8.117, 0.739)  -0.6299
H (4.480, 7.433, 3.496)  0.0154
H (3.464, 5.989, 3.705)  0.3276
H (2.905, 7.567, 4.307)  0.3093
H (3.301, 6.868, 1.406)  0.2016
H (0.177, 9.249, 2.626)  0.2892
H (0.663, 7.964, 3.741)  0.3679
H (1.688, 9.417, 3.530)  0.4367
C (8.027, 9.773, 0.290)  -0.8036
N (7.032, 10.107, 1.291)  -0.1573
C (6.607, 9.354, 2.338)  0.8081
C (7.222, 7.989, 2.519)  -1.3776
O (5.752, 9.788, 3.097)  -0.6451
H (8.823, 10.519, 0.330)  0.2814
H (7.555, 9.811, -0.694)  0.2788
H (8.450, 8.785, 0.448)  0.3160
H (6.578, 11.006, 1.233)  0.2310
H (6.783, 7.511, 3.393)  0.3076
H (7.020, 7.365, 1.646)  0.3547
H (8.297, 8.078, 2.678)  0.4422
C (3.969, -9.007, -4.984)  -0.9573
N (2.993, -8.703, -3.958)  -0.0091
C (2.601, -9.477, -2.918)  0.8781
C (3.233, -10.836, -2.769)  -1.4358
O (1.755, -9.062, -2.134)  -0.7280
H (4.756, -8.251, -4.948)  0.3019
H (3.476, -8.958, -5.956)  0.2989
H (4.409, -9.992, -4.852)  0.3727
H (2.525, -7.806, -3.993)  0.0995
H (2.817, -11.332, -1.894)  0.2842
H (3.021, -11.449, -3.646)  0.3827
H (4.311, -10.737, -2.630)  0.3774

The SMILES is CS(=O)(=O)[C@@](Cl)(CCCNCc1ccccc1O)OC(=O)CCOC=O.CNC(C)=O.CNC(C)=O.CNC(C)=O.CNC(C)=O.CNC(C)=O.CNC(C)=O.CNC(C)=O.CNC(C)=O.CNC(C)=O.CNC(C)=O. The relative energy (zero: lowest compared OMol25 entry of this formula, charge and spin) is 136.29 kJ/mol. The maximum force is 0.086 hartree/bohr. For the total energy, the calculation gives -123751.1387 eV.

---

(2)
ORCA calculation (ωB97M-V/def2-TZVPD) on 2 unconnected molecules or ions with the total composition C34H27F3NO2 in a non-equilibrium geometry.

Last column: Mulliken charge in e.
CARTESIAN COORDINATES (ANGSTROEM)
C (2.714, -3.074, -5.176)  -1.0366
N (3.035, -2.264, -4.015)  0.3077
C (4.456, -2.207, -3.717)  -1.0408
C (2.065, -1.693, -3.197)  -0.0886
C (1.671, -2.326, -1.995)  -0.0621
C (0.731, -1.732, -1.179)  -1.0435
C (0.253, -0.405, -1.410)  0.9506
C (-0.510, 0.262, -0.408)  -0.5939
C (-0.233, 0.129, 0.978)  -0.1536
C (-1.147, 0.710, 1.922)  -1.2975
C (-0.833, 0.911, 3.243)  0.4566
C (-1.784, 1.515, 4.189)  0.3852
C (-3.173, 1.344, 3.990)  -0.4518
C (-4.104, 1.866, 4.892)  -0.6924
C (-3.673, 2.626, 5.989)  -0.2770
C (-2.300, 2.831, 6.189)  -0.6317
C (-1.377, 2.262, 5.314)  -0.2601
C (0.512, 0.504, 3.729)  0.7364
O (0.933, 0.865, 4.842)  -0.8250
C (1.325, -0.347, 2.826)  -0.0315
C (2.525, -1.019, 3.333)  0.2719
C (2.954, -2.247, 2.761)  -0.4100
C (4.073, -2.918, 3.265)  -0.6916
C (4.822, -2.357, 4.310)  -0.2861
C (4.432, -1.127, 4.862)  -0.6538
C (3.286, -0.491, 4.393)  -0.2646
C (0.964, -0.456, 1.504)  -0.9463
C (0.593, 0.167, -2.668)  -0.8377
C (1.456, -0.459, -3.542)  -0.2271
H (1.629, -3.091, -5.334)  0.3052
H (3.212, -2.662, -6.070)  0.3119
H (3.077, -4.106, -5.030)  0.2990
H (4.639, -1.557, -2.852)  0.2897
H (4.848, -3.216, -3.505)  0.3201
H (5.001, -1.813, -4.591)  0.3186
H (2.125, -3.281, -1.723)  0.4357
H (0.358, -2.272, -0.309)  0.7189
H (-1.273, 0.990, -0.626)  0.6396
H (-2.105, 1.052, 1.530)  0.7150
H (-3.515, 0.762, 3.128)  0.3971
H (-5.168, 1.676, 4.733)  0.3435
H (-4.400, 3.057, 6.681)  0.3487
H (-1.942, 3.426, 7.030)  0.3537
H (-0.315, 2.373, 5.513)  0.3873
H (2.370, -2.684, 1.947)  0.4189
H (4.351, -3.889, 2.843)  0.3500
H (5.700, -2.879, 4.696)  0.3432
H (5.006, -0.668, 5.668)  0.3580
H (2.945, 0.424, 4.869)  0.3976
H (1.661, -0.938, 0.824)  0.9895
H (0.155, 1.120, -2.946)  0.2777
H (1.726, 0.002, -4.495)  0.4226
F (-6.129, 0.362, -3.163)  -0.3204
C (-4.880, 0.535, -2.625)  0.9681
F (-5.056, 1.094, -1.385)  -0.2794
F (-4.366, -0.719, -2.433)  -0.2579
C (-4.004, 1.384, -3.485)  -0.2905
C (-2.645, 1.663, -2.983)  0.1205
O (-2.124, 0.959, -2.079)  -0.6974
C (-1.967, 2.730, -3.682)  -0.4402
C (-2.406, 3.186, -4.912)  -0.4125
C (-3.608, 2.718, -5.456)  -0.5323
C (-4.408, 1.829, -4.727)  -0.3805
H (-1.044, 3.096, -3.236)  0.4437
H (-1.807, 3.920, -5.464)  0.3434
H (-3.953, 3.065, -6.433)  0.3246
H (-5.359, 1.481, -5.137)  0.3644

The maximum force is 0.079 hartree/bohr. As for the total charge: -1. For the total energy, the calculation gives -49434.1833 eV.